No. 1
# C3H7N5

C3H7N5 in the gas phase in a non-equilibrium geometry (ωB97M-V/def2-TZVPD, the Open Molecules 2025 dataset).

For the LUMO energy, the calculation gives 0.0293 Ha. As for the SMILES: [H]/N=c1\cn[nH]n1NC. Its energy above the lowest of the compared OMol25 structures with the same formula, charge and spin is 74.3 kcal/mol. The max |F| comes out at 0.078 hartree/bohr. The electronic energy comes out at -10671.7804 eV.

ORCA input file:
```
! RIJCOSX wB97M-V def2-TZVPD def2/J DEFGRID3
* xyz 0 1
H -1.27 2.54 0.15
N -0.50 2.04 -0.29
C -0.85 0.82 -0.19
C -2.02 0.06 0.29
N -1.80 -1.22 0.13
N -0.65 -1.49 -0.42
N -0.08 -0.23 -0.71
N 1.28 -0.14 -0.73
C 1.89 -0.32 0.64
H -2.95 0.50 0.68
H -0.78 -2.08 -1.26
H 1.54 0.75 -1.15
H 2.95 -0.50 0.51
H 1.70 0.54 1.31
H 1.55 -1.27 1.03
*
```

No. 2
# C3H7N5O

A molecular structure, C3H7N5O in a non-equilibrium geometry (ωB97M-V/def2-TZVPD, the Open Molecules 2025 dataset).

For the LUMO energy, the calculation gives -0.0069 Ha. Its energy above the lowest of the compared OMol25 structures with the same formula, charge and spin is 207.6 kcal/mol. The max |F| comes out at 0.141 hartree/bohr. The electronic energy comes out at -12713.6438 eV.

ORCA input file:
```
! RIJCOSX wB97M-V def2-TZVPD def2/J DEFGRID3
* xyz 0 1
C 1.55 -1.37 -1.17
C -1.11 -0.17 0.82
C -0.56 -1.33 0.07
H 2.07 -2.43 -0.25
H 1.29 -1.82 -2.50
H 2.39 -0.53 -1.10
H 0.12 1.15 -1.68
H -0.08 2.36 1.89
H -1.11 2.96 0.70
H -2.16 0.79 1.80
N 0.09 -0.75 -1.04
N 0.35 0.62 -0.87
N -0.61 1.07 0.24
N -0.23 2.21 0.80
N -1.77 -0.20 1.81
O -0.23 -2.56 0.46
*
```